# 1
Molecular formula: C3H4CsMgO3
Method: DFT, ωB97M-V/def2-TZVPD

Each line ends with the Mulliken charge.
Positions of all 12 atoms, in Å:
O: -1.53371 0.75521 0.13955  -0.583
C: -0.30068 1.04532 -0.29615  0.038
C: 0.66172 1.12108 0.86444  -1.150
H: 0.47770 1.04975 -1.10477  0.367
H: -0.48258 0.19916 -1.63293  0.151
H: 0.22898 1.00579 1.87403  0.381
H: 1.19066 2.08405 0.86318  0.475
Cs: -3.64890 -1.42172 0.90585  1.009
O: -0.44411 -2.01784 -0.28677  -0.392
C: 0.34252 -1.65578 -1.12524  0.200
O: 1.54716 -1.60277 -1.05290  -0.491
Mg: 1.96125 -0.56225 0.85171  0.995

Properties
energy relative to the best compared isomer or geometry (same formula, charge and spin)	43.1	kJ/mol
net charge	+1
HOMO level (spin up / spin down)	-10.920 / -10.604	eV


# 2
Molecular formula: C3H4CuNaO3
Method: DFT, ωB97M-V/def2-TZVPD

Each line ends with the Mulliken charge.
Positions of all 12 atoms, in Å:
H: -0.19734 -1.48518 -0.16633  0.434
C: -0.23767 0.36888 -1.45590  0.284
C: -0.77812 -0.92296 -1.50968  -1.014
O: 0.44313 -1.26572 1.05890  -0.406
C: 0.69294 -0.07694 1.22152  0.820
O: 0.80675 0.66616 2.16407  -0.468
O: 0.07765 0.95272 -0.30775  -0.615
Cu: 1.35272 0.31044 4.45560  0.909
H: 0.33775 0.73454 -2.31844  0.366
H: -1.81928 -1.00761 -1.18878  0.373
H: -0.48939 -1.48332 -2.40445  0.324
Na: -0.18914 3.20898 0.45125  0.992

Properties
net charge	+2
HOMO level	-17.267	eV


# 3
Molecular formula: C3H4F2
Method: DFT, ωB97M-V/def2-TZVPD

Each line ends with the Mulliken charge.
Positions of all 9 atoms, in Å:
C: -1.01249 -0.39339 0.11569  0.327
C: 0.20445 0.05963 -0.56946  -0.078
C: 1.24881 0.59995 0.13849  -0.676
H: -1.19583 0.31457 0.98140  0.160
H: 0.29351 -0.11334 -1.65513  0.284
H: 1.37733 0.59466 1.20133  0.247
H: 2.22238 0.94849 -0.24566  0.255
F: -2.08553 -0.22972 -0.62093  -0.236
F: -1.05264 -1.78084 0.65426  -0.282

Properties
energy relative to the best compared isomer or geometry (same formula, charge and spin)	68.9	kJ/mol
net charge	0
SMILES	C=CC(F)F
HOMO level	-10.730	eV


# 4
Molecular formula: C3H4F2
Method: DFT, ωB97M-V/def2-TZVPD

Each line ends with the Mulliken charge.
Positions of all 9 atoms, in Å:
C: -1.02918 0.25771 0.20430  0.318
C: 0.23201 -0.73333 -0.06844  -0.261
C: 1.37223 0.07658 -0.06853  -0.422
H: -1.33614 0.33216 1.34651  0.156
H: -0.03752 -1.84463 -0.64345  0.259
H: 1.17865 1.23725 0.29165  0.212
H: 2.50087 -0.35083 -0.49328  0.216
F: -0.69164 1.39803 -0.33355  -0.215
F: -2.18928 -0.37295 -0.23521  -0.261

Properties
energy relative to the best compared isomer or geometry (same formula, charge and spin)	252.1	kJ/mol
net charge	0
SMILES	C=CC(F)F
HOMO level	-10.233	eV


# 5
Molecular formula: C3H4F2O
Method: DFT, ωB97M-V/def2-TZVPD

Each line ends with the Mulliken charge.
Positions of all 10 atoms, in Å:
C: 1.61929 0.23254 -0.14155  -0.371
C: 1.94056 0.26256 1.02730  0.238
C: -1.56259 -1.93343 -0.48862  0.288
O: -1.02904 -0.99469 -0.91487  -0.330
F: 2.07197 -0.02455 2.26776  -0.216
F: -1.91153 -2.04366 0.83501  -0.204
H: 1.55802 0.09807 -1.20507  0.354
H: -0.82742 3.74257 -0.31958  0.039
H: -1.78941 -3.00744 -0.90902  0.242
H: -0.06985 3.66801 -0.15135  -0.040

Properties
energy relative to the best compared isomer or geometry (same formula, charge and spin)	389.0	kJ/mol
net charge	0
HOMO level	-10.330	eV


# 6
Molecular formula: C3H4F2O
Method: DFT, ωB97M-V/def2-TZVPD

Each line ends with the Mulliken charge.
Positions of all 10 atoms, in Å:
C: 1.38599 -0.21387 -0.10312  -0.789
C: -0.69860 0.22957 0.84254  -0.089
C: -1.30802 0.18778 -0.32409  0.452
H: 2.35716 -0.48520 0.22717  0.262
H: 1.41338 0.57655 -0.76209  0.356
H: 1.01437 -1.02241 -0.74666  0.320
H: -1.37652 0.40609 1.69651  0.300
O: 0.60907 0.00076 1.10617  -0.347
F: -0.74534 0.18935 -1.51914  -0.219
F: -2.65150 0.13138 -0.41728  -0.246

Properties
energy relative to the best compared isomer or geometry (same formula, charge and spin)	159.5	kJ/mol
net charge	0
SMILES	COC=C(F)F
HOMO level	-8.957	eV


# 7
Molecular formula: C3H4F2S
Method: DFT, ωB97M-V/def2-TZVPD

Each line ends with the Mulliken charge.
Positions of all 10 atoms, in Å:
C: 0.89032 0.58015 -0.22249  -0.539
C: -0.24066 -0.42127 -0.10138  -0.253
C: -1.52926 -0.12613 -0.00432  0.306
H: 2.45599 -0.60957 1.30090  0.126
H: 0.97260 1.01998 -1.22894  0.280
H: 0.75147 1.43431 0.42161  0.341
H: -0.04902 -1.44002 -0.09520  0.403
F: -2.59460 -0.93269 -0.02039  -0.220
F: -1.83463 1.19409 0.15895  -0.227
S: 2.56310 -0.18462 0.02023  -0.216

Properties
energy relative to the best compared isomer or geometry (same formula, charge and spin)	52.0	kJ/mol
net charge	0
SMILES	FC(F)=CCS
HOMO level	-9.453	eV


# 8
Molecular formula: C3H4F2S2
Method: DFT, ωB97M-V/def2-TZVPD

Each line ends with the Mulliken charge.
Positions of all 11 atoms, in Å:
C: -0.16828 0.07096 -1.00923  0.351
C: 0.65267 -0.30032 0.23978  -0.811
C: -0.25823 -0.06093 1.43608  0.221
H: -0.23878 0.99700 -3.00441  0.144
H: 1.64320 0.12615 0.29725  0.440
H: 0.82849 -1.39779 0.16076  0.282
H: -1.13928 -0.62091 1.30357  0.279
F: -0.66589 1.23607 1.44890  -0.256
F: 0.28633 -0.51606 2.56204  -0.260
S: 0.66179 1.10600 -2.05616  -0.167
S: -1.60202 -0.64018 -1.37857  -0.221

Properties
energy relative to the best compared isomer or geometry (same formula, charge and spin)	30.8	kJ/mol
net charge	0
SMILES	FC(F)CC(=S)S
HOMO level	-9.043	eV


# 9
Molecular formula: C3H4FI
Method: DFT, ωB97M-V/def2-TZVPD

Each line ends with the Mulliken charge.
Positions of all 9 atoms, in Å:
C: -0.19019 0.08754 -0.75458  -0.555
C: -0.19020 0.08754 0.75458  -0.555
C: -1.30570 0.71908 0.00000  0.365
F: -1.38314 2.06929 0.00000  -0.270
I: -3.26004 -0.15632 0.00000  0.040
H: 0.49425 0.74975 -1.26476  0.238
H: -0.37386 -0.84154 -1.27199  0.250
H: -0.37386 -0.84154 1.27200  0.250
H: 0.49424 0.74975 1.26475  0.238

Properties
energy relative to the best compared isomer or geometry (same formula, charge and spin)	0.0	kJ/mol
net charge	0
SMILES	FC1(I)CC1
HOMO level	-9.527	eV


# 10
Molecular formula: C3H4FIO
Method: DFT, ωB97M-V/def2-TZVPD

Each line ends with the Mulliken charge.
Positions of all 10 atoms, in Å:
C: -0.72135 -1.73008 -1.22929  0.056
C: 0.99584 1.41727 0.22979  -0.488
C: 0.20424 0.85720 1.14218  0.034
O: -1.64647 -2.19189 -0.65712  -0.356
F: 0.53215 -0.31826 1.72579  -0.236
I: -1.55751 1.61762 1.94833  0.136
H: 0.09284 -2.40629 -1.72793  0.214
H: -0.44080 -0.59639 -1.13244  0.096
H: 0.47360 2.15811 -0.33095  0.284
H: 2.06747 1.19273 0.03164  0.262

Properties
energy relative to the best compared isomer or geometry (same formula, charge and spin)	181.0	kJ/mol
net charge	0
SMILES	C=C(F)I.C=O
HOMO level	-9.440	eV


# 11
Molecular formula: C3H4FN
Method: DFT, ωB97M-V/def2-TZVPD

Each line ends with the Mulliken charge.
Positions of all 9 atoms, in Å:
C: 1.72803 -0.55658 0.02520  -0.573
C: -1.91729 0.22362 0.16862  -0.148
C: 0.89675 0.38001 -0.33576  0.374
N: -1.15771 -0.06621 -0.79501  -0.456
F: 0.98533 1.60049 -0.72676  -0.184
H: 2.75792 -0.35340 0.36759  0.278
H: 1.48285 -1.71580 0.12113  0.223
H: -2.91290 -0.15276 -0.00985  0.264
H: -1.86296 0.64062 1.18485  0.222

Properties
energy relative to the best compared isomer or geometry (same formula, charge and spin)	395.7	kJ/mol
net charge	0
HOMO level (spin up / spin down)	-8.934 / -8.931	eV


# 12
Molecular formula: C3H4FN4
Method: DFT, ωB97M-V/def2-TZVPD

Each line ends with the Mulliken charge.
Positions of all 12 atoms, in Å:
C: 2.24376 -0.54341 -0.32748  -0.072
C: 0.13093 -0.93021 1.06102  -1.099
C: 0.97118 -1.14958 -0.26826  0.620
N: 3.08820 0.81925 1.16213  -0.244
N: 3.22015 -0.51675 -1.04657  -0.234
N: 4.14896 0.77937 0.50979  -0.089
N: 4.36070 0.18651 -0.59416  -0.562
F: 0.00104 -0.73762 -1.41184  -0.405
H: -0.05144 0.13108 1.41975  0.271
H: -0.83910 -1.36482 0.91598  0.378
H: 0.75030 -1.43613 1.79297  0.300
H: 1.03842 -2.17655 -0.44732  0.135

Properties
energy relative to the best compared isomer or geometry (same formula, charge and spin)	309.8	kJ/mol
net charge	-1
HOMO level (spin up / spin down)	-3.501 / -3.501	eV


| no. | F_max (eV/Å) |
| --- | --- |
| 1 | 6.8 |
| 2 | 4.3 |
| 3 | 3.7 |
| 4 | 6.1 |
| 5 | 3.4 |
| 6 | 2.5 |
| 7 | 1.9 |
| 8 | 1.8 |
| 9 | 0.6 |
| 10 | 3.0 |
| 11 | 5.2 |
| 12 | 4.5 |